[1]
ORCA calculation (ωB97M-V/def2-TZVPD) on C31H23BrGeN3O5S2Sn as an isolated structure at a distorted geometry.

Its energy above the lowest of the compared OMol25 structures with the same formula, charge and spin is 388.6 kJ/mol. Its total charge is -2. The total energy comes out at -201287.224 eV. The HOMO energy (spin up / spin down) comes out at -1.0 / -1.4 eV. The multiplicity is 2. Its expectation value of S² is 0.76. The orbital gap (spin up / spin down) is 4.87 / 5.29 eV.

Structure (XYZ):
```
67
Properties=species:S:1:pos:R:3:forces:R:3
Sn 0.0637 -0.0375 -0.1449 -2.155 -0.950 -0.828
O 4.0271 -3.3188 3.6569 -0.018 -0.005 -0.003
C 3.0623 -2.7450 2.8726 -0.148 -0.053 -0.020
C 1.7918 -3.3255 2.7437 0.120 0.081 -0.045
C 0.8632 -2.6979 1.9467 -0.239 -0.104 -0.228
N 1.1407 -1.5599 1.3039 0.557 0.404 0.233
C 2.3279 -1.0338 1.4245 0.887 -1.114 1.194
Br 2.5771 0.9047 0.2129 -0.173 0.656 -0.484
C 3.3455 -1.5756 2.1952 -0.059 -0.128 0.037
H 3.6590 -4.1163 4.0511 -0.005 0.008 0.009
H 1.5301 -4.2438 3.2563 0.027 0.005 0.036
H -0.1302 -3.1020 1.8024 -0.001 -0.021 -0.040
H 4.3174 -1.1011 2.2656 0.000 -0.007 -0.003
C -4.4323 3.6632 2.9591 -0.002 -0.030 0.003
C -4.2934 3.3509 1.6132 -0.019 0.011 -0.006
C -3.6244 2.1976 1.2298 0.044 0.004 -0.008
C -3.0818 1.3253 2.1757 -0.136 -0.244 0.140
C -3.2321 1.6554 3.5230 -0.012 0.020 0.005
C -3.8964 2.8120 3.9150 -0.006 0.017 -0.024
Ge -2.1491 -0.3206 1.5656 0.873 0.491 -0.360
C -1.6144 -1.2507 3.2444 -0.402 0.048 0.049
C -0.6300 -0.6740 4.0501 0.018 -0.004 -0.021
C -0.1985 -1.2868 5.2177 -0.005 -0.003 0.016
C -0.7450 -2.5040 5.6081 0.005 -0.004 -0.023
C -1.7265 -3.0938 4.8223 0.039 -0.011 -0.010
C -2.1561 -2.4686 3.6563 0.000 -0.009 0.025
C -3.5442 -1.4067 0.6792 -0.057 -0.006 0.250
C -4.8560 -0.9548 0.5522 -0.043 -0.044 0.053
C -5.8280 -1.7251 -0.0805 0.018 -0.005 -0.008
C -5.4976 -2.9693 -0.5949 0.016 0.004 0.001
C -4.1920 -3.4337 -0.4758 -0.045 -0.026 0.032
C -3.2266 -2.6603 0.1510 -0.007 -0.039 0.063
H -4.9487 4.5679 3.2589 0.011 0.008 0.000
H -4.6976 4.0133 0.8573 0.033 0.016 -0.007
H -3.5177 1.9760 0.1728 0.050 0.031 0.000
H -2.8280 0.9976 4.2854 -0.005 -0.001 -0.004
H -3.9979 3.0473 4.9692 0.010 -0.002 0.002
H -0.1844 0.2699 3.7482 0.021 -0.013 -0.009
H 0.5709 -0.8188 5.8215 0.004 0.001 -0.006
H -0.4076 -2.9879 6.5179 0.003 -0.002 -0.001
H -2.1604 -4.0426 5.1198 -0.005 0.000 -0.004
H -2.9245 -2.9409 3.0519 -0.005 0.014 0.000
H -5.1324 0.0138 0.9533 -0.001 -0.005 0.005
H -6.8420 -1.3504 -0.1699 0.004 0.012 -0.006
H -6.2494 -3.5725 -1.0923 0.003 0.003 -0.009
H -3.9213 -4.3992 -0.8882 0.007 0.004 -0.006
H -2.2030 -3.0115 0.2058 0.044 0.093 -0.154
O -0.7071 -1.5846 -0.9653 0.427 0.766 0.467
O 0.7628 -1.4545 -3.4885 0.119 -0.120 0.064
C 0.7256 -0.2453 -3.5138 0.099 0.200 0.221
N 0.5186 0.6382 -2.4697 0.196 0.344 -0.526
S 0.6308 2.1939 -2.9749 -0.124 -0.049 -0.039
O -0.6316 2.8864 -2.9340 -0.047 -0.043 0.040
O 1.7748 2.8732 -2.4230 -0.013 -0.022 0.046
C 0.9637 1.8388 -4.6784 0.068 0.117 0.038
C 1.1779 2.7059 -5.7350 -0.002 -0.062 0.032
C 1.4213 2.1391 -6.9785 0.002 -0.008 -0.010
C 1.4462 0.7512 -7.1382 0.002 0.012 0.005
C 1.2270 -0.0937 -6.0589 -0.011 0.032 -0.014
C 0.9815 0.4797 -4.8217 -0.077 -0.133 -0.029
H 1.1552 3.7778 -5.5872 0.004 0.005 -0.020
H 1.5954 2.7785 -7.8363 0.001 -0.002 -0.005
H 1.6395 0.3326 -8.1192 0.001 0.009 -0.007
H 1.2417 -1.1716 -6.1569 -0.007 -0.005 0.022
S -0.6427 4.9344 0.2244 -0.073 -0.195 0.018
C -0.5090 3.3141 0.0958 0.085 0.207 0.196
N -0.4026 2.1511 0.0394 0.106 -0.152 -0.334
```
Positions in Å, forces in eV/Å.



[2]
ORCA calculation (ωB97M-V/def2-TZVPD) on C31H23IN2OPSc as an isolated structure.

Its energy above the lowest of the compared OMol25 structures with the same formula, charge and spin is 43.2 kJ/mol. Its total charge is +2. The total energy comes out at -75627.024 eV. The HOMO energy comes out at -13.8 eV. The orbital gap is 7.30 eV.

Structure (XYZ):
```
60
Properties=species:S:1:pos:R:3:forces:R:3
Sc 0.1716 -1.5170 -0.3170 0.382 0.556 -0.306
I 3.0550 -1.3043 0.3466 -0.227 -0.297 0.128
C 3.9531 0.5839 0.0366 -0.083 -0.068 -0.037
C 5.3022 0.3882 -0.0617 0.134 0.326 -0.047
C 6.1668 1.4909 -0.1978 -0.029 -0.148 0.010
C 5.6321 2.7382 -0.2098 -0.029 0.075 0.001
C 4.2343 2.9476 -0.1052 0.027 0.078 -0.006
C 3.7709 4.2854 -0.1065 0.028 -0.028 0.003
C 2.4458 4.5738 -0.0052 -0.045 -0.036 0.000
C 1.5356 3.5108 0.0753 -0.039 0.161 -0.021
C 1.9234 2.1902 0.0767 0.001 -0.056 -0.007
P 0.4857 1.0819 0.0829 0.164 -0.098 0.300
C -0.5141 1.5179 -1.3507 -0.049 -0.059 -0.081
C -1.6108 2.3731 -1.3382 -0.044 0.017 -0.030
C -2.3238 2.5877 -2.5093 0.013 -0.030 0.000
C -1.9565 1.9454 -3.6863 -0.025 0.017 0.001
C -0.8688 1.0836 -3.7053 -0.003 -0.010 0.025
C -0.1532 0.8702 -2.5359 -0.021 0.000 -0.069
C -0.4472 1.4313 1.5924 -0.013 0.072 0.021
C -1.7903 1.0503 1.6784 -0.006 -0.029 0.017
C -2.4848 1.2230 2.8654 0.032 0.009 -0.012
C -1.8443 1.7633 3.9734 -0.002 0.006 0.008
C -0.5088 2.1308 3.8959 -0.004 -0.006 -0.014
C 0.1923 1.9657 2.7099 0.005 0.020 0.026
C 3.3147 1.8571 0.0063 0.168 -0.046 0.008
H 5.7240 -0.6062 -0.0285 0.010 -0.007 -0.002
H 7.2327 1.3303 -0.2770 -0.011 -0.001 -0.003
H 6.2700 3.6084 -0.2979 -0.010 -0.008 0.003
H 4.5047 5.0777 -0.1863 -0.010 -0.011 -0.004
H 2.0912 5.5950 -0.0002 -0.002 -0.014 0.004
H 0.4801 3.7528 0.1322 0.000 -0.017 -0.006
H -1.9159 2.8643 -0.4221 0.027 0.007 -0.014
H -3.1721 3.2591 -2.5031 0.004 0.001 -0.008
H -2.5198 2.1206 -4.5931 0.004 -0.003 0.009
H -0.5771 0.5914 -4.6233 0.003 0.009 0.007
H 0.7449 0.2483 -2.5747 0.030 -0.012 0.022
H -2.2988 0.6339 0.8172 0.003 -0.016 -0.003
H -3.5278 0.9415 2.9258 0.008 0.005 -0.010
H -2.3894 1.9029 4.8974 0.005 -0.008 -0.007
H -0.0113 2.5541 4.7580 -0.001 -0.002 -0.006
H 1.2303 2.2683 2.6552 0.000 -0.007 0.006
O -1.6351 -1.6563 -0.3928 -0.542 -0.432 0.002
C -2.6422 -2.5793 -0.3450 0.254 0.375 0.043
C -3.9503 -2.1549 -0.4826 -0.141 0.047 -0.051
C -4.9792 -3.0781 -0.4307 0.018 -0.033 0.002
C -4.6970 -4.4274 -0.2407 0.025 0.050 -0.005
C -3.3865 -4.8386 -0.1032 -0.053 -0.078 0.006
C -2.3301 -3.9240 -0.1503 0.150 -0.220 0.066
C -0.9438 -4.3792 0.0077 -0.062 0.085 -0.019
N 0.1877 -3.6469 -0.0284 0.063 -0.037 0.049
C 1.2477 -4.5318 0.1624 -0.049 0.083 -0.023
C 0.7627 -5.7784 0.3133 -0.144 -0.050 0.001
N -0.6076 -5.6586 0.2153 0.100 -0.133 0.012
H -4.1443 -1.1022 -0.6400 0.002 -0.005 0.007
H -6.0030 -2.7470 -0.5405 0.007 -0.011 0.001
H -5.4967 -5.1530 -0.2014 0.004 0.000 0.000
H -3.1969 -5.8946 0.0410 -0.022 0.008 -0.002
H 2.2753 -4.2136 0.1628 0.005 0.003 0.002
H 1.2507 -6.7232 0.4754 -0.018 0.009 0.000
H -1.2580 -6.4243 0.2870 0.007 -0.002 0.001
```
Positions in Å, forces in eV/Å.



[3]
ORCA calculation (ωB97M-V/def2-TZVPD) on C31H23N8O3SZr as an isolated structure at a distorted geometry.

Its energy above the lowest of the compared OMol25 structures with the same formula, charge and spin is 47.9 kJ/mol. Its total charge is +3. The total energy comes out at -62679.389 eV. The HOMO energy comes out at -16.1 eV. The orbital gap is 5.92 eV.

Structure (XYZ):
```
67
Properties=species:S:1:pos:R:3:forces:R:3
Zr -0.2665 0.2963 0.2584 1.430 -0.937 -1.126
C -2.7743 -1.8188 -2.9613 -0.047 -0.118 0.097
C -1.8227 -0.9945 -2.3809 0.119 0.084 -0.060
N -1.4154 -1.1715 -1.1183 -0.625 -0.434 0.107
C -1.9550 -2.2134 -0.4408 -0.099 -0.062 -0.246
C -2.9194 -3.0200 -1.0444 0.168 0.073 0.141
N -3.3294 -2.8129 -2.2827 -0.078 -0.001 -0.165
C -1.4121 -2.4537 0.9076 0.063 -0.301 0.189
C -1.8439 -3.4495 1.7538 0.007 0.107 -0.118
C -1.1976 -3.6728 2.9822 0.002 0.032 -0.037
C -0.1465 -2.7986 3.3060 0.082 0.088 -0.047
C 0.2058 -1.7875 2.4440 0.001 -0.137 0.042
N -0.3931 -1.6303 1.2409 -0.282 -0.470 0.281
C 1.2304 -0.7649 2.7247 0.195 0.002 0.016
C 1.8235 -0.5547 3.9651 0.060 -0.141 -0.168
N 2.7006 0.4165 4.1567 0.076 0.071 0.080
C 2.9963 1.2121 3.1382 -0.024 -0.074 0.013
C 2.3708 1.0617 1.9075 0.136 -0.088 -0.074
N 1.4975 0.0713 1.6999 0.068 -0.008 0.554
C -1.5992 -4.7661 3.8754 -0.044 -0.124 0.105
C -2.4514 -5.7843 3.4393 -0.041 -0.060 -0.072
C -2.7972 -6.8005 4.3200 0.134 0.252 -0.082
N -2.3436 -6.8447 5.5633 -0.136 -0.375 0.289
C -1.5317 -5.8926 5.9960 0.018 0.162 -0.227
C -1.1341 -4.8335 5.1911 0.039 0.063 0.085
H -3.1037 -1.6717 -3.9822 0.061 0.043 -0.009
H -1.3781 -0.1920 -2.9506 -0.024 0.036 0.034
H -3.3692 -3.8588 -0.5286 0.035 0.034 0.054
H -2.6891 -4.0562 1.4716 0.025 -0.032 0.004
H 0.3987 -2.9172 4.2296 -0.012 -0.023 -0.020
H 1.5807 -1.1607 4.8293 -0.008 -0.043 -0.061
H 3.7269 1.9913 3.3161 -0.020 0.024 -0.081
H 2.5664 1.7378 1.0849 0.007 0.038 0.013
H -2.8363 -5.8337 2.4301 0.024 0.026 0.001
H -3.4568 -7.6035 4.0144 0.014 0.012 -0.027
H -1.1870 -5.9777 7.0194 0.003 0.041 -0.011
H -0.4913 -4.0768 5.6196 -0.019 -0.014 -0.010
C 3.4745 -0.5743 -2.1047 0.060 0.012 -0.093
C 2.4595 -0.6094 -1.1554 0.014 -0.086 0.023
N 1.3712 0.1630 -1.2247 0.436 0.291 -0.589
C 1.2527 1.0143 -2.2883 0.142 0.095 -0.387
C 2.2236 1.1002 -3.2986 -0.113 -0.085 0.256
C 3.3647 0.2838 -3.1746 -0.091 0.001 0.054
C 2.0225 1.9822 -4.4065 -0.031 0.102 -0.102
C 0.8968 2.7227 -4.5068 0.119 -0.016 -0.075
C -0.1178 2.6491 -3.5013 0.039 -0.098 0.281
C -1.3251 3.3701 -3.5781 -0.029 -0.015 0.051
C -2.2592 3.2346 -2.5800 0.024 0.044 -0.073
C -1.9949 2.3809 -1.5099 -0.034 0.010 -0.005
N -0.8674 1.6845 -1.4044 -0.007 0.223 -0.712
C 0.0690 1.8187 -2.3836 0.002 0.032 -0.350
H 4.3360 -1.2176 -1.9958 -0.027 -0.024 0.044
H 2.5272 -1.2847 -0.3125 -0.012 0.012 0.027
H 4.1415 0.3347 -3.9280 0.009 -0.022 0.006
H 2.7876 2.0312 -5.1706 -0.004 0.020 0.002
H 0.7408 3.3803 -5.3523 0.008 -0.005 0.003
H -1.5114 4.0164 -4.4272 0.008 0.013 0.008
H -3.1963 3.7721 -2.6156 -0.005 -0.016 0.022
H -2.7267 2.2435 -0.7261 -0.007 -0.016 0.008
C -2.3854 3.0282 2.6694 0.005 0.053 -0.207
S -1.4028 1.7019 2.0659 -0.232 0.270 1.400
O -0.2755 2.1941 1.1913 -0.132 0.805 0.489
O -0.8663 0.8669 3.1030 -0.477 0.437 0.348
O -2.1354 0.8175 1.0798 -1.031 0.365 0.142
H -2.1429 3.1502 3.7243 0.060 -0.043 -0.014
H -3.4373 2.7714 2.5453 0.026 -0.088 -0.005
H -2.1323 3.9245 2.1041 -0.027 -0.023 -0.018
```
Positions in Å, forces in eV/Å.



[4]
ORCA calculation (ωB97M-V/def2-TZVPD) on an isolated ion of composition C31H23NO4P and charge -1 at a distorted geometry.

The SMILES is COc1ccc([C@H](C2=C([O-])c3ccccc3C2=O)[C@H](C#N)P(=O)(c2ccccc2)c2ccccc2)cc1. Its energy above the lowest of the compared OMol25 structures with the same formula, charge and spin is 0.0 kJ/mol. Its total charge is -1. The total energy comes out at -51490.585 eV. The HOMO energy comes out at -4.0 eV. The orbital gap is 6.59 eV.

Structure (XYZ):
```
60
Properties=species:S:1:pos:R:3:forces:R:3
C 5.3513 -3.7624 1.1915 -0.356 0.284 -0.143
C 4.2022 -3.5789 1.9666 -0.092 0.103 -0.184
C 3.1378 -2.8060 1.4856 0.091 0.196 -0.265
C 3.1933 -2.1946 0.2174 0.202 0.161 0.377
P 1.6920 -1.3854 -0.6056 -0.020 0.251 -2.390
C 0.4199 -2.5797 -0.0364 -0.183 0.257 0.105
C -0.4547 -2.2998 1.0144 0.026 -0.671 -0.169
C -1.3053 -3.3067 1.4849 -0.011 0.042 -0.034
C -1.3044 -4.5755 0.9035 0.161 0.192 -0.079
C -0.4447 -4.8495 -0.1679 -0.087 0.421 0.135
C 0.4072 -3.8514 -0.6394 0.096 0.080 0.102
C 1.1694 0.4290 -0.0943 0.752 -1.257 1.456
C 2.4474 1.1297 0.0568 1.240 0.044 0.427
N 3.5004 1.6109 0.1220 -1.127 -0.410 -0.073
O 1.9260 -1.3830 -2.0832 0.119 -0.418 0.980
C 4.3627 -2.3868 -0.5506 -0.223 0.278 0.007
C 5.4311 -3.1491 -0.0649 -0.292 -0.100 0.283
H 6.1679 -4.3845 1.5624 -0.206 0.215 -0.118
H 4.1197 -4.0524 2.9472 0.028 0.150 -0.288
H 2.2412 -2.6907 2.0964 0.209 -0.075 -0.120
H -0.4694 -1.3191 1.4738 -0.113 -0.075 -0.003
H -1.9746 -3.0813 2.3133 0.076 -0.096 -0.180
H -1.9775 -5.3508 1.2757 0.200 0.251 -0.090
H -0.4511 -5.8318 -0.6375 0.025 0.220 0.087
H 1.0825 -4.0583 -1.4739 -0.202 0.148 0.249
H 0.7419 0.1754 0.8904 0.308 0.691 0.106
H 4.4341 -1.9419 -1.5472 -0.182 -0.099 0.356
H 6.3272 -3.2851 -0.6717 -0.281 0.079 0.094
C -0.3482 6.1373 3.7458 0.179 -0.168 -0.828
O 0.0470 6.1587 2.3588 -0.210 0.695 0.873
C -0.0038 5.0218 1.6235 -0.191 -1.427 -0.458
C -0.5064 3.7927 2.1109 0.633 0.991 -0.340
C -0.4364 2.6726 1.2981 0.175 0.090 0.140
C 0.1055 2.7178 0.0188 -0.237 -0.943 0.071
C 0.1933 1.4025 -0.7965 -0.833 0.702 -2.007
C -1.1461 0.8367 -1.2599 -0.447 0.122 0.030
C -1.3119 0.3117 -2.6226 0.684 0.771 1.103
O -0.4765 0.1811 -3.5181 -0.485 -0.059 0.326
C -2.7836 0.0579 -2.7721 -0.621 -0.186 -0.303
C -3.4568 0.5480 -1.6603 -0.647 -0.255 -0.360
C -4.8421 0.4407 -1.5704 0.406 -0.019 0.063
C -5.5332 -0.2085 -2.5951 0.205 -0.325 -0.724
C -4.8447 -0.7018 -3.7235 -0.325 0.239 0.595
C -3.4627 -0.5445 -3.8172 0.277 -0.012 0.169
C -2.4555 1.1262 -0.6923 1.450 -0.538 -0.812
O -2.7703 1.7272 0.3294 -0.518 0.040 0.475
C 0.5309 3.9480 -0.4904 -0.087 -0.682 -0.012
C 0.4819 5.0806 0.2975 -0.151 0.571 0.691
H -0.2540 7.1657 4.0909 0.043 -0.068 -0.056
H -1.3852 5.8128 3.8800 0.074 -0.009 -0.150
H 0.3092 5.4893 4.3347 -0.023 0.004 -0.101
H -0.9036 3.7111 3.1143 -0.037 0.019 -0.061
H -0.8470 1.7464 1.6819 0.134 0.033 -0.088
H 0.6406 1.7329 -1.7591 0.271 -0.537 0.438
H -5.3652 0.8387 -0.7077 0.053 -0.019 -0.009
H -6.6143 -0.3519 -2.5365 0.278 0.115 0.032
H -5.3858 -1.2187 -4.5146 0.030 0.145 0.154
H -2.8901 -0.9031 -4.6651 -0.102 -0.020 -0.047
H 0.9068 3.9960 -1.5168 -0.051 0.046 0.373
H 0.8352 6.0340 -0.0961 -0.090 -0.176 0.191
```
Positions in Å, forces in eV/Å.